[1]
ORCA calculation (ωB97M-V with the def2-TZVPD basis set) on an isolated molecule of C18H21N3O4S at a distorted geometry.

The LUMO energy comes out at -0.203 eV. The SMILES is COc1ccc(/C=C/C(=O)Nc2nc(C)c(C(=O)N(C)C)s2)cc1OC. The total charge is 0. Its HOMO-LUMO gap is 7.762 eV. The value obtained for the HOMO energy is -0.2927 Ha.

Geometry (Å):
C -8.306 -1.671 -0.018
O -7.692 -0.407 0.055
C -6.339 -0.343 0.082
C -5.482 -1.433 0.041
C -4.110 -1.260 0.073
C -3.554 0.014 0.145
C -2.132 0.257 0.180
C -1.142 -0.652 0.180
C 0.250 -0.218 0.222
O 0.624 0.943 0.242
N 1.171 -1.240 0.236
C 2.513 -0.989 0.310
N 3.409 -1.917 0.340
C 4.662 -1.390 0.419
C 5.835 -2.308 0.470
C 4.708 -0.025 0.434
C 5.902 0.840 0.616
O 6.156 1.354 1.689
N 6.691 1.000 -0.474
C 6.418 0.459 -1.779
C 7.893 1.792 -0.368
S 3.103 0.650 0.374
C -4.421 1.118 0.186
C -5.790 0.961 0.157
O -6.699 1.971 0.194
C -6.226 3.293 0.277
H -8.029 -2.201 -0.935
H -8.058 -2.290 0.850
H -9.377 -1.475 -0.026
H -5.880 -2.434 -0.016
H -3.476 -2.130 0.039
H -1.827 1.296 0.212
H -1.327 -1.715 0.155
H 0.892 -2.210 0.226
H 5.639 -3.110 1.178
H 6.004 -2.757 -0.508
H 6.726 -1.765 0.775
H 5.440 -0.016 -1.794
H 7.177 -0.280 -2.053
H 6.433 1.261 -2.521
H 8.765 1.196 -0.646
H 7.989 2.123 0.664
H 7.835 2.664 -1.024
H -3.987 2.104 0.242
H -7.116 3.921 0.300
H -5.645 3.457 1.191
H -5.618 3.560 -0.593


[2]
ORCA calculation (ωB97M-V with the def2-TZVPD basis set) on an isolated molecule of C18H21N3O6.

The LUMO energy comes out at 0.577 eV. The SMILES is Cc1ccc(OCC(=O)OCC(=O)c2c(N)n(C)c(=O)n(C)c2=O)cc1C. The total charge is 0. Its HOMO-LUMO gap is 8.993 eV. The value obtained for the HOMO energy is -0.3093 Ha.

Geometry (Å):
C -3.868 -0.540 0.328
C -2.498 -1.142 0.279
C -1.922 -1.698 1.414
C -0.656 -2.247 1.388
C 0.068 -2.258 0.199
O 1.298 -2.865 0.266
C 2.139 -2.858 -0.866
C 2.669 -1.435 -1.070
O 2.209 -0.647 -1.854
O 3.640 -1.194 -0.204
C 4.045 0.165 0.014
C 3.099 0.671 1.108
O 3.372 0.410 2.277
C 1.847 1.252 0.688
C 0.753 1.233 1.566
N 0.897 0.859 2.837
N -0.476 1.630 1.137
C -1.586 1.703 2.068
C -0.738 1.975 -0.191
O -1.869 2.219 -0.551
N 0.346 2.052 -1.006
C 0.147 2.454 -2.388
C 1.678 1.846 -0.624
O 2.564 2.204 -1.369
C -0.494 -1.700 -0.941
C -1.767 -1.147 -0.912
C -2.351 -0.565 -2.161
H -4.541 -1.066 -0.348
H -3.831 0.502 0.011
H -4.280 -0.591 1.332
H -2.484 -1.717 2.339
H -0.214 -2.688 2.268
H 2.964 -3.527 -0.615
H 1.621 -3.208 -1.765
H 3.979 0.746 -0.907
H 5.064 0.115 0.397
H 0.105 0.602 3.398
H 1.843 0.536 3.074
H -1.881 0.707 2.400
H -1.319 2.330 2.919
H -2.421 2.152 1.533
H 0.592 1.700 -3.035
H -0.920 2.542 -2.572
H 0.644 3.407 -2.568
H 0.050 -1.678 -1.871
H -1.644 -0.627 -2.983
H -2.613 0.479 -2.000
H -3.260 -1.096 -2.440


[3]
ORCA calculation (ωB97M-V with the def2-TZVPD basis set) on a structure of composition C18H21N4O5PtS at a distorted geometry.

Its expectation value of S² is 6.021. The LUMO energy (alpha / beta) comes out at -3.737 / -6.355 eV. The total charge is +1. Its HOMO-LUMO gap (alpha / beta) is 8.081 / 5.446 eV. Its spin multiplicity is 5. The value obtained for the HOMO energy (alpha / beta) is -0.4343 / -0.4337 Ha.

Geometry (Å):
Pt -0.216 0.871 -0.967
O -2.893 4.175 0.307
C -2.222 3.176 0.354
O -1.964 2.278 -0.487
C -1.510 2.946 1.837
C -1.474 1.448 2.160
C -1.134 1.298 3.652
C 0.364 1.687 3.660
C 0.614 1.972 2.169
O -0.255 1.019 1.531
C -0.056 3.304 1.829
C 0.422 3.805 0.312
O 0.336 4.997 0.176
O 0.780 2.865 -0.437
H -2.121 3.549 2.500
H -2.319 0.866 1.801
H -1.275 0.263 3.957
H -1.751 1.934 4.283
H 0.990 0.857 3.983
H 0.584 2.549 4.286
H 1.636 1.854 1.824
H 0.215 4.141 2.463
C 4.875 -2.699 -2.519
C 4.541 -2.012 -1.198
N 3.849 -0.742 -1.417
C 2.520 -0.609 -1.406
S 1.872 0.886 -2.111
N 1.749 -1.550 -0.952
N 0.444 -1.270 -0.913
C -0.432 -2.199 -1.048
C -0.059 -3.630 -1.251
C -1.822 -1.738 -1.112
C -2.914 -2.577 -0.951
C -4.189 -2.060 -1.130
C -4.336 -0.729 -1.480
C -3.201 0.061 -1.596
N -1.983 -0.435 -1.403
H 5.337 -3.667 -2.330
H 5.567 -2.099 -3.111
H 3.969 -2.864 -3.104
H 5.449 -1.813 -0.631
H 3.891 -2.641 -0.599
H 4.372 0.000 -1.854
H 0.870 -3.685 -1.815
H -0.841 -4.167 -1.780
H 0.119 -4.121 -0.291
H -2.763 -3.614 -0.687
H -5.056 -2.695 -1.010
H -5.310 -0.295 -1.656
H -3.268 1.111 -1.840


[4]
ORCA calculation (ωB97M-V with the def2-TZVPD basis set) on a structure of composition C18H21N4OSSn at a distorted geometry.

The LUMO energy comes out at 2.714 eV. The total charge is -1. Its HOMO-LUMO gap is 5.545 eV. The value obtained for the HOMO energy is -0.1040 Ha.

Geometry (Å):
Sn 0.451 -1.654 -0.811
C -5.512 -0.281 0.766
C -4.770 -1.175 -0.252
N -3.544 -1.751 0.227
C -2.391 -1.111 0.354
S -1.151 -1.942 1.248
N -2.293 0.090 -0.259
N -1.078 0.629 -0.106
C -1.038 1.979 -0.114
C -2.265 2.718 -0.554
C 0.135 2.754 0.140
C 0.102 4.184 0.079
C 1.312 4.846 -0.060
C 2.493 4.219 0.313
C 2.401 2.847 0.567
N 1.302 2.104 0.449
H -6.502 -0.037 0.400
H -4.970 0.682 0.913
H -5.607 -0.752 1.745
H -4.530 -0.568 -1.151
H -5.401 -1.999 -0.556
H -3.618 -2.710 0.519
H -2.981 2.002 -0.973
H -1.996 3.492 -1.304
H -2.786 3.221 0.279
H -0.830 4.767 -0.041
H 1.303 5.904 -0.337
H 3.481 4.695 0.184
H 3.261 2.286 0.862
C -0.165 -4.968 -0.552
C 0.967 -3.976 -0.889
O 2.112 -4.226 -1.203
H -0.546 -5.486 -1.461
H -1.011 -4.390 -0.149
H 0.112 -5.710 0.212
C 5.289 -0.856 0.316
C 4.557 0.184 -0.206
C 3.238 -0.030 -0.565
C 2.533 -1.123 -0.109
C 3.248 -2.101 0.552
C 4.639 -2.016 0.657
H 6.353 -0.738 0.536
H 5.023 1.176 -0.371
H 2.697 0.726 -1.101
H 2.753 -3.004 0.873
H 5.222 -2.901 0.930


[5]
ORCA calculation (ωB97M-V with the def2-TZVPD basis set) on a structure of composition C18H21N5O2STeW at a distorted geometry.

The LUMO energy (alpha / beta) comes out at -8.259 / -8.260 eV. The total charge is +2. Its HOMO-LUMO gap (alpha / beta) is 6.099 / 6.098 eV. The value obtained for the HOMO energy (alpha / beta) is -0.5276 / -0.5276 Ha.

Geometry (Å):
W 1.036 -0.176 0.725
C -1.543 5.474 0.960
C -1.965 4.545 -0.168
N -2.026 3.139 0.266
C -0.977 2.339 0.261
S -1.211 0.669 0.772
N 0.207 2.737 -0.140
N 1.090 1.735 -0.236
C 2.354 1.998 0.050
C 2.799 3.276 0.647
C 3.321 1.005 -0.473
C 4.648 1.270 -0.672
C 5.425 0.233 -1.199
C 4.846 -1.001 -1.446
C 3.504 -1.197 -1.139
N 2.747 -0.200 -0.684
H -1.511 6.499 0.595
H -0.552 5.211 1.328
H -2.247 5.433 1.791
H -1.267 4.600 -1.001
H -2.954 4.803 -0.540
H -2.882 2.800 0.676
H 2.005 3.712 1.248
H 3.026 3.989 -0.153
H 3.694 3.133 1.249
H 5.072 2.236 -0.442
H 6.477 0.387 -1.401
H 5.428 -1.818 -1.846
H 3.035 -2.164 -1.257
O 1.937 -1.712 1.603
N 2.279 -0.641 2.316
O 1.059 -0.024 2.602
C -0.845 -3.556 0.761
Te 0.016 -2.352 -0.796
C -2.002 -1.989 -1.408
C -2.779 -3.125 -0.788
C -4.059 -3.418 -1.245
C -4.786 -4.441 -0.660
C -4.235 -5.185 0.376
C -2.956 -4.905 0.828
C -2.228 -3.871 0.248
H -0.842 -2.984 1.688
H -0.222 -4.439 0.879
H -2.014 -2.006 -2.496
H -2.314 -1.012 -1.050
H -4.487 -2.851 -2.063
H -5.780 -4.669 -1.020
H -4.798 -5.992 0.825
H -2.522 -5.493 1.627


[6]
ORCA calculation (ωB97M-V with the def2-TZVPD basis set) on an isolated molecule of C18H21N5O3S at a distorted geometry.

The LUMO energy comes out at 0.572 eV. The SMILES is CCOC(=O)CNC(=O)CSc1nnc(-c2c[nH]c3ccccc23)n1CC. The total charge is 0. Its HOMO-LUMO gap is 8.543 eV. The value obtained for the HOMO energy is -0.2929 Ha.

Geometry (Å):
C -3.938 -4.298 0.766
C -3.075 -3.058 0.639
O -3.697 -2.169 -0.296
C -3.224 -0.928 -0.350
O -2.303 -0.522 0.310
C -4.005 -0.085 -1.350
N -3.450 1.238 -1.442
C -3.854 2.192 -0.574
O -4.863 2.124 0.095
C -2.923 3.395 -0.533
S -1.582 3.064 0.658
C -0.576 2.011 -0.289
N -0.749 1.686 -1.546
N 0.262 0.873 -1.899
C 1.044 0.723 -0.865
C 2.257 -0.062 -0.837
C 2.386 -1.359 -1.254
N 3.672 -1.777 -1.084
C 4.414 -0.751 -0.572
C 5.764 -0.689 -0.250
C 6.252 0.507 0.230
C 5.423 1.624 0.370
C 4.084 1.569 0.055
C 3.556 0.362 -0.404
N 0.558 1.441 0.201
C 0.958 1.384 1.583
C 0.418 0.115 2.236
H -3.482 -4.990 1.467
H -4.928 -4.029 1.123
H -4.039 -4.784 -0.201
H -2.971 -2.541 1.600
H -2.072 -3.305 0.272
H -3.997 -0.576 -2.326
H -5.037 -0.004 -0.994
H -2.490 1.315 -1.800
H -2.469 3.608 -1.498
H -3.448 4.263 -0.137
H 1.631 -2.008 -1.653
H 4.024 -2.689 -1.322
H 6.407 -1.547 -0.380
H 7.296 0.591 0.490
H 5.849 2.549 0.728
H 3.462 2.448 0.140
H 2.048 1.405 1.639
H 0.554 2.271 2.079
H 0.894 -0.761 1.801
H 0.618 0.133 3.303
H -0.655 0.041 2.072


[7]
ORCA calculation (ωB97M-V with the def2-TZVPD basis set) on an isolated molecule of C18H21N5O4 at a distorted geometry.

The LUMO energy comes out at 0.715 eV. The SMILES is COc1cc(C)ccc1OCc1cc(C(=O)N[C@H](C)Cn2cncn2)no1. The total charge is 0. Its HOMO-LUMO gap is 8.899 eV. The value obtained for the HOMO energy is -0.3007 Ha.

Geometry (Å):
C 0.592 -0.276 -2.989
O 0.835 -1.490 -2.320
C 1.869 -1.557 -1.420
C 2.807 -0.543 -1.272
C 3.848 -0.624 -0.355
C 4.826 0.506 -0.242
C 3.949 -1.760 0.430
C 3.027 -2.780 0.296
C 1.982 -2.704 -0.616
O 1.176 -3.820 -0.642
C -0.083 -3.795 -1.268
C -0.986 -2.751 -0.699
C -1.098 -2.231 0.561
C -2.103 -1.244 0.423
C -2.608 -0.313 1.461
O -2.555 -0.530 2.652
N -3.133 0.812 0.917
C -3.431 1.988 1.704
C -4.068 3.043 0.813
C -2.130 2.492 2.385
N -1.017 2.440 1.483
C -0.605 3.307 0.542
N 0.416 2.810 -0.118
C 0.603 1.606 0.463
N -0.245 1.349 1.426
N -2.535 -1.200 -0.817
O -1.856 -2.136 -1.513
H 0.469 0.556 -2.288
H 1.390 -0.041 -3.700
H -0.340 -0.431 -3.532
H 2.740 0.339 -1.891
H 5.513 0.340 0.583
H 5.404 0.601 -1.161
H 4.304 1.448 -0.079
H 4.745 -1.852 1.153
H 3.093 -3.670 0.901
H -0.004 -3.648 -2.351
H -0.498 -4.792 -1.075
H -0.553 -2.481 1.445
H -3.112 0.894 -0.088
H -4.123 1.701 2.505
H -4.972 2.649 0.356
H -4.332 3.922 1.396
H -3.382 3.340 0.021
H -2.264 3.511 2.752
H -1.891 1.820 3.212
H -1.040 4.271 0.378
H 1.376 0.921 0.178


[8]
ORCA calculation (ωB97M-V with the def2-TZVPD basis set) on an isolated molecule of C18H21NO2S at a distorted geometry.

The LUMO energy comes out at -0.653 eV. The SMILES is O=C(C(=S)N1CCOCC1)c1c2c(cc3c1CCC3)CCC2. The total charge is 0. Its HOMO-LUMO gap is 7.722 eV. The value obtained for the HOMO energy is -0.3077 Ha.

Geometry (Å):
O 1.661 -0.909 1.310
C 0.617 -0.690 0.655
C -0.586 -1.103 1.227
S -1.362 -2.426 0.349
N -1.061 -0.808 2.535
C -0.369 0.161 3.318
C -1.347 0.799 4.255
O -2.119 -0.174 5.071
C -2.916 -0.990 4.320
C -2.096 -1.677 3.166
C 0.821 -0.107 -0.788
C 2.050 -0.058 -1.484
C 2.202 0.566 -2.720
C 1.089 0.946 -3.327
C -0.206 0.899 -2.737
C -0.331 0.406 -1.468
C -1.844 0.576 -1.102
C -2.310 1.538 -2.156
C -1.508 1.063 -3.449
C 3.653 0.567 -3.159
C 4.197 -0.624 -2.286
C 3.280 -0.709 -1.034
H 0.500 -0.387 3.773
H 0.072 0.963 2.697
H -2.072 1.385 3.628
H -0.794 1.538 4.928
H -3.789 -0.380 3.962
H -3.267 -1.774 4.954
H -2.905 -2.079 2.407
H -1.544 -2.547 3.608
H 1.239 1.194 -4.350
H -2.322 -0.438 -1.243
H -1.937 0.964 -0.019
H -1.889 2.493 -1.794
H -3.386 1.651 -2.332
H -1.580 1.870 -4.141
H -1.904 0.077 -3.850
H 3.675 0.449 -4.185
H 4.121 1.513 -2.824
H 4.084 -1.539 -2.823
H 5.176 -0.388 -1.968
H 3.748 -0.085 -0.188
H 3.255 -1.728 -0.735


[9]
ORCA calculation (ωB97M-V with the def2-TZVPD basis set) on an isolated molecule of C18H21NO2S.

The LUMO energy comes out at 0.691 eV. The SMILES is COc1cccc(CNC(=O)CCCSc2ccccc2)c1. The total charge is 0. Its HOMO-LUMO gap is 9.079 eV. The value obtained for the HOMO energy is -0.3082 Ha.

Geometry (Å):
C -1.085 -2.358 3.699
O -1.586 -1.742 2.538
C -1.175 -0.476 2.246
C -0.265 0.260 2.994
C 0.081 1.538 2.586
C -0.470 2.095 1.449
C -1.394 1.370 0.705
C -1.973 1.947 -0.562
N -1.248 1.475 -1.729
C -0.237 2.189 -2.259
O 0.066 3.301 -1.870
C 0.483 1.587 -3.464
C 0.136 0.177 -3.943
C 0.769 -0.961 -3.146
S -0.219 -1.549 -1.708
C 0.904 -1.303 -0.351
C 1.582 -0.107 -0.174
C 2.457 0.026 0.888
C 2.650 -1.022 1.773
C 1.955 -2.207 1.600
C 1.079 -2.351 0.541
C -1.737 0.091 1.103
H 0.004 -2.460 3.661
H -1.367 -1.804 4.601
H -1.540 -3.347 3.728
H 0.183 -0.147 3.887
H 0.794 2.101 3.170
H -0.187 3.085 1.129
H -1.889 3.035 -0.556
H -3.021 1.656 -0.674
H -1.309 0.482 -1.909
H 0.283 2.288 -4.279
H 1.556 1.657 -3.263
H -0.946 0.040 -3.994
H 0.513 0.089 -4.967
H 0.868 -1.841 -3.783
H 1.753 -0.690 -2.769
H 1.424 0.722 -0.846
H 2.985 0.958 1.025
H 3.339 -0.913 2.597
H 2.107 -3.030 2.284
H 0.530 -3.269 0.396
H -2.444 -0.498 0.539


[10]
ORCA calculation (ωB97M-V with the def2-TZVPD basis set) on an isolated molecule of C18H21NO4S.

The LUMO energy comes out at 0.697 eV. The SMILES is CCOC(=O)C[C@H](NC(=O)c1cccs1)c1ccc(OCC)cc1. The total charge is 0. Its HOMO-LUMO gap is 9.015 eV. The value obtained for the HOMO energy is -0.3057 Ha.

Geometry (Å):
C 4.400 2.912 -1.552
C 2.889 3.067 -1.482
O 2.390 2.739 -0.182
C 2.169 1.453 0.084
O 2.352 0.559 -0.704
C 1.664 1.266 1.498
C 0.503 0.256 1.538
N 1.002 -1.053 1.176
C 1.008 -2.093 2.039
O 0.555 -2.025 3.169
C 1.592 -3.339 1.516
C 1.714 -4.508 2.216
C 2.311 -5.540 1.467
C 2.635 -5.145 0.207
S 2.219 -3.508 -0.093
C -0.664 0.631 0.647
C -1.598 -0.347 0.330
C -2.692 -0.078 -0.471
C -2.880 1.202 -0.983
O -3.895 1.596 -1.799
C -4.956 0.706 -2.082
C -5.933 0.566 -0.918
C -1.950 2.190 -0.661
C -0.863 1.910 0.142
H 4.878 3.521 -0.788
H 4.675 1.871 -1.398
H 4.753 3.227 -2.530
H 2.590 4.104 -1.646
H 2.404 2.417 -2.218
H 2.485 0.863 2.096
H 1.373 2.227 1.917
H 0.151 0.161 2.575
H 1.440 -1.116 0.267
H 1.381 -4.603 3.233
H 2.492 -6.529 1.846
H 3.097 -5.718 -0.573
H -1.471 -1.345 0.723
H -3.383 -0.877 -0.688
H -4.569 -0.274 -2.388
H -5.464 1.156 -2.940
H -6.754 -0.085 -1.205
H -5.439 0.149 -0.044
H -6.331 1.542 -0.653
H -2.102 3.182 -1.057
H -0.178 2.711 0.370